Entry 1:
Density functional theory data (the ωB97M-V functional and the def2-TZVPD basis) for a cluster of 2 separate species, C3H2F5N3 in total at a distorted geometry.

As for the SMILES: [H]/N=C(F)/N=C\F.FN=C(F)F. As for the HOMO-LUMO gap: 0.4197 hartree. The calculation puts the energy above the lowest of the compared OMol25 structures with the same formula, charge and spin at 53.8 kcal/mol. The calculation puts the HOMO energy at -10.7 eV. The value obtained for the electronic energy is -21197.4933 eV. The calculation puts the LUMO energy at 0.8 eV.

Element x y z (Å)
H  0.55  2.29  -0.73
N  0.32  1.33  -0.59
C  0.02  0.56  -1.52
F  0.13  0.88  -2.81
N  -0.39  -0.73  -1.31
C  0.15  -1.78  -0.89
F  1.48  -1.97  -0.68
H  -0.45  -2.78  -0.70
F  0.35  -1.19  1.85
N  0.50  0.16  2.16
C  -0.49  0.84  1.82
F  -0.57  2.10  2.10
F  -1.58  0.29  1.31

=====

Entry 2:
Density functional theory data (the ωB97M-V functional and the def2-TZVPD basis) for a cluster of 2 separate species, C3H2F5P in total at a distorted geometry.

As for the HOMO-LUMO gap: 0.3816 hartree. The calculation puts the energy above the lowest of the compared OMol25 structures with the same formula, charge and spin at 0.0 kcal/mol. The calculation puts the HOMO energy at -10.1 eV. The value obtained for the electronic energy is -26015.7675 eV. The calculation puts the LUMO energy at 0.3 eV.

Element x y z (Å)
C  0.10  -0.62  0.33
C  -1.78  -0.51  -0.69
C  -2.84  0.03  0.24
F  0.15  -1.83  0.70
F  -2.01  -1.80  -0.95
F  -2.24  1.06  0.82
F  -3.30  -0.85  1.13
F  -3.83  0.66  -0.50
P  1.17  0.57  0.33
H  -1.73  0.10  -1.72
H  2.08  -0.25  1.01

=====

Entry 3:
Density functional theory data (the ωB97M-V functional and the def2-TZVPD basis) for a structure of composition C3H2FIrLiO2 at a distorted geometry.

Its expectation value of S² is 6.008. As for the HOMO-LUMO gap (spin up / spin down): 0.3562 / 0.2785 hartree. Its charge is +3. The calculation puts the energy above the lowest of the compared OMol25 structures with the same formula, charge and spin at 0.0 kcal/mol. The calculation puts the HOMO energy (spin up / spin down) at -24.7 / -24.9 eV. The spin multiplicity is 5. The value obtained for the electronic energy is -12957.7121 eV. The calculation puts the LUMO energy (spin up / spin down) at -15.0 / -17.3 eV.

Element x y z (Å)
C  -2.18  -0.66  -1.18
C  -1.26  0.05  -0.53
H  -1.90  -1.52  -1.78
H  -3.24  -0.42  -1.05
F  -1.66  0.97  0.33
O  0.96  0.89  0.91
C  1.14  0.48  -0.21
O  0.03  -0.39  -0.56
Ir  2.94  -0.08  -0.92
Li  -0.17  -2.17  0.64

=====

Entry 4:
Density functional theory data (the ωB97M-V functional and the def2-TZVPD basis) for a structure of composition C3H2FMgO3Tl at a distorted geometry.

Its expectation value of S² is 0.750. As for the HOMO-LUMO gap (spin up / spin down): 0.2651 / 0.2915 hartree. Its charge is +1. The calculation puts the HOMO energy (spin up / spin down) at -11.1 / -12.5 eV. The spin multiplicity is 2. The value obtained for the electronic energy is -22135.5775 eV. The calculation puts the LUMO energy (spin up / spin down) at -3.9 / -4.6 eV.

Element x y z (Å)
O  -0.85  1.62  0.60
C  -0.91  0.90  1.53
C  -0.02  -1.37  -1.10
O  0.13  -1.43  0.16
O  -1.23  0.39  2.52
C  0.67  -0.68  -2.04
Tl  -0.53  1.74  -1.82
F  -1.14  -2.01  -1.52
H  0.47  -0.86  -3.10
H  1.60  -0.19  -1.74
Mg  -0.18  -2.93  1.56

=====

Entry 5:
Density functional theory data (the ωB97M-V functional and the def2-TZVPD basis) for a cluster of 2 separate species, C3H2FN in total at a distorted geometry.

As for the HOMO-LUMO gap: 0.4047 hartree. The calculation puts the energy above the lowest of the compared OMol25 structures with the same formula, charge and spin at 85.6 kcal/mol. The calculation puts the HOMO energy at -10.1 eV. The value obtained for the electronic energy is -7346.0027 eV. The calculation puts the LUMO energy at 0.9 eV.

Element x y z (Å)
C  -2.05  0.23  -2.07
C  -1.08  0.17  -2.78
C  -1.10  0.05  0.43
N  -0.92  -0.99  0.90
F  -0.17  0.12  -3.64
H  -2.61  0.40  -1.27
H  -0.84  -1.92  0.88

=====

Entry 6:
Density functional theory data (the ωB97M-V functional and the def2-TZVPD basis) for an isolated molecule of C3H2FNOS2.

As for the SMILES: Fc1nc(S)c(S)o1. As for the HOMO-LUMO gap: 0.3425 hartree. The calculation puts the energy above the lowest of the compared OMol25 structures with the same formula, charge and spin at 0.0 kcal/mol. The calculation puts the HOMO energy at -8.9 eV. The value obtained for the electronic energy is -31068.2105 eV. The calculation puts the LUMO energy at 0.4 eV.

Element x y z (Å)
F  -2.96  0.80  0.28
C  -1.69  0.48  0.25
N  -0.91  0.38  1.27
C  0.29  0.01  0.69
S  1.68  -0.26  1.70
C  0.14  -0.12  -0.66
S  1.23  -0.46  -1.96
O  -1.18  0.21  -0.94
H  2.50  -0.54  0.70
H  0.93  -1.78  -2.14

=====

Entry 7:
Density functional theory data (the ωB97M-V functional and the def2-TZVPD basis) for a cluster of 2 separate species, C3H2FO2 in total at a distorted geometry.

As for the HOMO-LUMO gap: 0.2845 hartree. Its charge is -1. The calculation puts the energy above the lowest of the compared OMol25 structures with the same formula, charge and spin at 132.6 kcal/mol. The calculation puts the HOMO energy at -3.5 eV. The value obtained for the electronic energy is -9951.1727 eV. The calculation puts the LUMO energy at 4.2 eV.

Element x y z (Å)
C  -1.80  -0.46  -0.22
C  0.26  0.52  -0.14
C  1.50  -0.12  -0.06
O  2.27  -0.90  0.48
O  1.24  0.16  -1.27
F  0.19  1.85  0.12
H  -1.74  -1.37  0.45
H  -1.93  0.33  0.63

=====

Entry 8:
Density functional theory data (the ωB97M-V functional and the def2-TZVPD basis) for a cluster of 2 separate species, C3H2FOP in total at a distorted geometry.

As for the HOMO-LUMO gap: 0.2944 hartree. The calculation puts the energy above the lowest of the compared OMol25 structures with the same formula, charge and spin at 33.6 kcal/mol. The calculation puts the HOMO energy at -8.5 eV. The value obtained for the electronic energy is -17193.2719 eV. The calculation puts the LUMO energy at -0.4 eV.

Element x y z (Å)
C  -2.19  0.21  0.73
C  -1.25  -0.26  0.22
C  -0.05  -0.78  -0.24
O  0.37  -1.85  -0.54
F  2.64  0.34  0.57
P  1.57  1.14  -0.36
H  -3.01  0.53  1.27
H  1.92  0.66  -1.65

=====

Entry 9:
Density functional theory data (the ωB97M-V functional and the def2-TZVPD basis) for the ion C3H2IN3 with charge +2 at a distorted geometry.

As for the HOMO-LUMO gap (spin up / spin down): 0.2890 / 0.2890 hartree. Its charge is +2. The calculation puts the energy above the lowest of the compared OMol25 structures with the same formula, charge and spin at 67.8 kcal/mol. The calculation puts the HOMO energy (spin up / spin down) at -20.4 / -20.4 eV. The value obtained for the electronic energy is -15688.8920 eV. The calculation puts the LUMO energy (spin up / spin down) at -12.5 / -12.5 eV.

Element x y z (Å)
C  0.91  -1.25  -0.79
C  -0.88  -0.05  -1.03
C  0.53  0.42  0.92
N  1.60  -1.09  0.18
N  -0.14  -0.98  -1.48
N  -0.49  0.59  0.19
I  1.49  0.82  2.71
H  -1.81  0.34  -1.43
H  -1.21  1.20  0.74

=====

Entry 10:
Density functional theory data (the ωB97M-V functional and the def2-TZVPD basis) for a structure of composition C3H2IO2S at a distorted geometry.

As for the HOMO-LUMO gap (spin up / spin down): 0.2582 / 0.2579 hartree. Its charge is -1. The calculation puts the energy above the lowest of the compared OMol25 structures with the same formula, charge and spin at 92.7 kcal/mol. The calculation puts the HOMO energy (spin up / spin down) at -4.7 / -4.7 eV. The value obtained for the electronic energy is -26169.2627 eV. The calculation puts the LUMO energy (spin up / spin down) at 2.3 / 2.3 eV.

Element x y z (Å)
C  2.70  -1.24  -0.70
C  1.52  -1.03  -0.41
C  -0.69  -0.18  0.59
O  -0.90  2.48  0.74
O  -2.18  1.52  -1.10
S  -1.74  1.41  0.28
I  -2.00  -1.74  0.20
H  3.62  -1.04  -1.15
H  -0.34  -0.17  1.55